[1]
{
  "formula": "C41H34BrCdN4O2P",
  "method": "ωB97M-V with the def2-TZVPD basis set",
  "total_charge": 0,
  "e_above_lowest_kj_mol": 358.7,
  "gap_ev": [6.43, 6.43],
  "fmax_ev_per_a": 5.520,
  "energy_ha": -5035.14317,
  "symbols": ["Cd", "Br", "P", "O", "O", "N", "N", "N", "N", "C", "C", "C", "C", "C", "C", "C", "C", "C", "C", "C", "C", "C", "C", "C", "C", "C", "C", "C", "C", "C", "C", "C", "C", "C", "C", "C", "C", "C", "C", "C", "C", "C", "C", "C", "C", "C", "C", "C", "C", "C", "H", "H", "H", "H", "H", "H", "H", "H", "H", "H", "H", "H", "H", "H", "H", "H", "H", "H", "H", "H", "H", "H", "H", "H", "H", "H", "H", "H", "H", "H", "H", "H", "H", "H"],
  "positions_angstrom": [[12.148194, 11.034522, 14.813475], [11.098859, 10.482620, 18.735647], [11.082020, 9.313158, 13.087678], [13.866338, 12.275752, 14.382335], [15.735612, 12.494645, 12.832009], [14.647964, 7.566122, 16.204107], [14.319409, 12.544026, 16.586853], [13.148819, 9.220617, 15.740646], [13.094693, 12.342143, 16.999051], [8.438121, 8.509233, 13.700046], [12.871033, 12.798574, 18.239612], [16.835213, 13.739180, 16.012164], [10.046638, 11.556983, 15.220114], [10.793202, 12.486026, 21.319199], [11.414471, 11.460624, 22.082346], [18.834844, 13.325213, 14.539585], [9.644082, 13.145474, 21.900647], [10.855396, 9.411463, 11.326951], [7.319543, 12.178918, 15.486519], [7.672109, 10.929762, 14.880381], [9.686223, 12.604021, 15.990552], [11.852697, 12.216143, 19.015543], [13.636720, 5.540456, 14.079059], [13.505199, 6.064117, 12.790735], [11.276914, 12.934294, 20.045687], [10.286563, 8.315601, 9.248142], [12.746567, 6.036907, 15.226885], [12.370945, 8.021900, 16.075223], [7.077182, 8.670165, 14.136728], [16.593690, 12.817535, 13.823362], [11.737104, 7.162086, 14.816750], [16.020302, 13.184824, 15.093838], [11.301108, 10.549119, 10.644279], [18.199105, 13.727787, 15.781427], [10.212699, 8.339742, 10.613119], [11.248697, 10.545836, 9.261246], [8.296203, 12.903498, 16.163178], [9.166603, 12.747234, 23.090744], [9.452820, 9.449839, 13.925516], [14.473981, 13.093745, 15.306623], [17.959291, 12.938284, 13.563321], [9.088267, 10.662374, 14.672779], [10.891245, 11.054013, 23.292459], [11.856337, 7.709651, 13.455046], [10.689924, 9.466934, 8.547211], [12.614494, 7.133454, 12.482578], [6.747133, 9.881413, 14.646296], [13.371474, 6.903061, 16.341074], [14.399376, 8.878970, 15.837586], [9.753053, 11.666008, 23.774148], [11.418881, 10.239982, 23.750368], [18.267146, 12.593696, 12.571109], [14.001701, 14.143187, 15.289053], [11.516514, 11.477366, 8.738443], [10.511835, 9.561729, 7.459667], [11.851381, 11.399436, 11.063587], [9.221337, 13.970957, 21.329076], [6.310372, 7.876011, 13.967952], [14.779091, 12.286815, 13.427382], [13.419555, 13.529258, 18.704250], [16.366963, 14.141070, 16.913979], [10.723317, 6.960708, 15.099043], [7.959376, 13.811631, 16.669847], [15.077577, 12.445914, 17.223590], [11.190424, 14.008841, 19.916029], [12.426068, 11.152717, 21.667868], [11.561473, 8.118652, 16.883028], [12.161760, 5.205181, 15.727721], [19.877874, 13.310140, 14.469006], [8.675798, 7.648241, 13.158733], [5.674084, 10.072620, 14.760396], [15.549317, 7.244185, 16.611970], [14.144281, 5.586495, 12.052287], [10.435690, 13.257397, 16.477805], [9.781587, 7.554455, 11.145496], [13.123990, 6.329652, 17.289087], [9.820170, 7.419845, 8.741806], [18.844017, 14.025488, 16.605063], [15.227187, 9.556487, 15.633148], [14.459074, 4.898194, 14.262968], [12.667533, 7.568309, 11.467606], [6.330737, 12.587221, 15.585184], [9.285574, 11.398731, 24.762328], [8.332544, 13.270680, 23.548575]],
  "atomic_forces_ev_per_a": [[-0.40, 0.69, 0.31], [0.76, 0.03, -0.13], [0.20, 0.52, 1.51], [0.08, -0.10, -0.79], [-0.40, -0.66, 1.24], [0.84, 0.29, 0.09], [0.89, 0.14, 0.31], [0.93, -0.93, 0.46], [-1.81, 0.63, 3.43], [-0.09, 1.38, 1.00], [-1.00, -3.13, -4.43], [0.72, -0.03, 0.74], [1.54, -1.11, -0.86], [-1.89, -0.60, 1.80], [1.13, 1.45, -2.19], [-3.31, 0.66, 2.88], [2.04, -0.15, -2.33], [-1.14, -0.39, -0.85], [1.46, -0.01, 1.21], [1.08, -0.25, 0.20], [-1.13, 0.97, 0.92], [-2.68, 0.67, 2.69], [-1.39, 2.19, -2.01], [1.05, -2.51, 3.24], [1.04, -0.36, -1.18], [-1.56, -0.45, -1.24], [0.07, -1.07, -1.14], [-2.02, -0.11, -0.42], [1.15, -0.55, -0.68], [-1.90, 0.66, 0.13], [1.60, 0.81, 1.92], [-1.27, -0.43, -2.73], [0.95, -0.78, -0.19], [2.31, 0.18, -0.32], [2.19, 2.30, 0.29], [-1.18, 0.12, -1.34], [-0.25, 0.18, -1.35], [-0.47, -0.70, 1.59], [-1.86, -0.19, 0.08], [1.35, 1.01, -1.23], [-0.08, -1.00, -1.04], [-0.87, -0.08, -0.12], [0.10, -0.12, -0.49], [-0.29, 0.13, -1.89], [0.36, 0.38, 0.10], [-0.72, 1.25, 0.14], [-1.44, 0.78, -0.46], [-1.04, -1.51, 1.48], [-0.55, -0.52, 0.25], [-0.94, 0.22, 1.43], [-0.15, -0.16, 0.70], [0.04, 0.27, 0.29], [0.55, -1.07, -0.05], [0.01, -0.67, 0.12], [0.44, -0.25, 0.74], [-0.50, -0.51, 0.54], [-0.11, -0.14, 0.25], [0.86, 0.80, 0.13], [0.95, 0.35, -1.07], [1.90, 1.56, 0.81], [0.61, -0.02, 0.03], [-0.67, -0.27, -0.23], [0.30, -0.25, 0.02], [0.42, 0.50, 0.47], [0.74, 0.20, -0.01], [-1.49, -0.20, 0.76], [1.31, 0.59, -1.15], [0.90, 0.58, -0.74], [1.31, 0.09, -0.27], [0.37, -1.37, -0.76], [0.37, 0.14, 0.42], [-1.33, 0.50, -0.67], [-0.10, 0.47, -0.16], [-0.47, -0.49, -0.30], [-0.47, -1.26, 0.79], [1.23, 1.10, -0.50], [0.67, 1.26, 0.28], [0.02, 0.16, -0.18], [-0.22, -0.05, 0.05], [0.39, -0.85, 0.29], [-0.18, -0.27, 0.72], [-0.59, -0.56, -0.17], [0.74, 0.05, -1.15], [0.02, -0.15, -0.07]]
}

=====

[2]
{
  "formula": "C20H22N2PPdSbSe4",
  "method": "ωB97M-V with the def2-TZVPD basis set",
  "total_charge": -2,
  "e_above_lowest_kj_mol": 259.4,
  "gap_ev": [5.12, 5.10],
  "fmax_ev_per_a": 2.738,
  "energy_ha": -11200.12426,
  "symbols": ["Sb", "Pd", "Se", "Se", "Se", "Se", "P", "N", "N", "C", "C", "C", "C", "C", "C", "C", "C", "C", "C", "C", "C", "C", "C", "C", "C", "C", "C", "C", "C", "H", "H", "H", "H", "H", "H", "H", "H", "H", "H", "H", "H", "H", "H", "H", "H", "H", "H", "H", "H", "H", "H"],
  "positions_angstrom": [[-2.473000, -0.389600, -0.232700], [-0.134900, 0.108500, -0.108600], [-4.208600, -0.492700, 1.466600], [-0.576500, -2.315900, 0.061300], [-1.418300, 2.138400, -0.474800], [-3.658100, -0.866900, -2.300200], [0.116800, -0.117200, -2.487500], [1.951700, 0.242100, 0.255200], [-0.021900, 0.065900, 2.250100], [-0.237000, -1.249700, -5.067600], [-1.881700, 0.827900, -5.882400], [-1.035900, 3.696700, 4.003500], [-1.143800, 2.550500, 6.102700], [-0.999000, -0.016600, 3.319000], [-1.479900, -0.135700, -6.794700], [0.969600, 1.487100, -2.730300], [-1.124800, 1.333400, 5.445400], [-1.030900, 2.482800, 3.348200], [2.248700, 0.052000, 1.581800], [-1.443500, 0.768900, -4.576900], [-0.686300, -1.187500, -6.372900], [3.636900, 0.045900, 1.755200], [4.188500, 0.247200, 0.500000], [3.120800, 0.353900, -0.385300], [1.222500, -0.042200, 2.551800], [-1.090200, 3.733700, 5.385400], [-0.561500, -0.233200, -4.176600], [1.370600, -1.436300, -2.522600], [-1.064800, 1.290500, 4.059600], [1.743100, 1.430200, -3.503100], [-1.997100, -0.243900, 2.895200], [-0.401700, -1.963300, -7.072600], [-1.791800, 1.497200, -3.855300], [5.235100, 0.312400, 0.251600], [0.817400, -2.372400, -2.654600], [-0.993600, 2.458400, 2.266700], [3.176100, 0.484400, -1.455500], [-0.731400, -0.833700, 4.008200], [2.094300, -1.283200, -3.326300], [4.161800, -0.074700, 2.685300], [1.521900, -0.212400, 3.595200], [0.198400, 2.204000, -3.032500], [1.390300, 1.826600, -1.775000], [1.871900, -1.490600, -1.551800], [-1.093300, 4.684600, 5.905600], [-1.806900, -0.082500, -7.824500], [0.374500, -2.083800, -4.762800], [-1.158300, 0.411200, 6.014200], [-2.535000, 1.627600, -6.197800], [-0.995800, 4.615600, 3.436400], [-1.190000, 2.576200, 7.185600]],
  "atomic_forces_ev_per_a": [[-2.64, -0.64, -0.36], [0.56, -0.62, -0.32], [0.27, 0.13, 0.40], [-0.56, -0.47, 0.11], [-0.76, 0.68, -0.02], [0.31, 0.02, -0.34], [1.19, 0.44, 1.34], [1.05, 0.23, 0.35], [0.74, 0.00, -0.98], [0.17, 0.17, 0.31], [0.04, 0.07, -0.21], [-0.03, 0.03, 0.05], [-0.01, 0.15, 0.30], [-0.37, -0.20, -0.04], [-0.07, -0.08, -0.02], [0.33, 0.21, -0.02], [-0.04, -0.09, -0.07], [0.01, 0.07, -0.27], [0.62, 0.16, -0.56], [0.07, 0.14, 0.08], [0.02, -0.04, -0.37], [-0.17, -0.02, 0.43], [0.55, -0.02, -0.14], [-0.07, 0.04, -0.02], [-0.74, -0.03, 0.21], [-0.03, 0.20, 0.29], [-0.99, -0.20, 0.47], [0.12, -0.17, -0.04], [0.05, -0.13, 0.10], [-0.01, -0.06, -0.05], [0.39, -0.01, 0.10], [-0.01, -0.05, -0.01], [0.01, 0.00, 0.07], [0.11, -0.02, -0.04], [0.19, 0.12, 0.04], [-0.01, -0.06, -0.13], [-0.04, 0.06, -0.03], [-0.10, 0.15, -0.10], [0.03, -0.04, -0.10], [0.09, -0.03, 0.22], [-0.04, 0.02, -0.10], [0.23, -0.15, 0.13], [-0.14, -0.12, -0.36], [-0.19, 0.07, -0.29], [0.00, 0.01, 0.03], [-0.05, -0.01, -0.06], [0.06, -0.03, 0.07], [0.02, -0.04, -0.02], [-0.12, 0.07, 0.02], [-0.02, 0.06, -0.09], [0.00, 0.01, 0.02]]
}